Formula: C30H50MgN6OP2Si
Source: the OMol25 dataset
Level of theory: the ωB97M-V functional and the def2-TZVPD basis

Geometry as XYZ:
```
91
Properties=species:S:1:pos:R:3:forces:R:3
Mg 0.0462 0.3935 -0.2396 -0.261 -0.599 -0.065
C 1.4177 -3.9409 3.3713 0.010 0.009 -0.025
C 2.4743 -3.0480 3.4956 0.030 -0.086 -0.019
C 2.6299 -2.0038 2.5989 0.101 -0.040 0.000
C 1.7309 -1.8329 1.5414 -0.183 0.103 -0.078
C 0.6618 -2.7274 1.4336 -0.039 -0.129 -0.011
C 0.5114 -3.7700 2.3329 0.050 -0.041 -0.005
N 1.7655 -0.7386 0.6803 -0.051 0.110 0.148
C 2.8836 -0.3371 0.1082 0.285 0.003 -0.144
C 4.1155 -1.0812 0.0285 -0.210 0.017 0.009
C 5.2054 -0.5628 -0.5920 0.103 0.036 -0.069
C 5.2114 0.7333 -1.1802 -0.050 -0.009 0.011
C 4.0776 1.4809 -1.1295 0.026 -0.046 -0.006
C 2.9110 0.9628 -0.5187 -0.007 0.143 0.025
N 1.7685 1.6710 -0.3494 0.227 0.104 -0.019
N 1.7471 2.9293 -0.4984 -0.151 0.032 0.090
C 0.5146 3.4715 -0.0680 0.235 0.057 -0.127
C 0.4273 4.8615 -0.0152 -0.017 -0.014 -0.010
C -0.7313 5.4329 0.4638 -0.042 0.054 0.012
C -1.7713 4.6077 0.8785 0.024 -0.050 -0.011
C -1.5908 3.2395 0.7845 -0.097 0.019 -0.009
N -0.4842 2.6753 0.3141 0.115 -0.148 -0.010
H 1.3010 -4.7537 4.0741 -0.002 -0.029 0.027
H 3.1808 -3.1584 4.3085 0.017 -0.006 0.018
H 3.4431 -1.2992 2.7230 0.013 0.013 -0.014
H -0.0281 -2.5992 0.6067 0.003 0.003 -0.044
H -0.3150 -4.4599 2.2150 -0.023 -0.018 0.011
H 4.1458 -2.0812 0.4362 0.003 -0.034 0.029
H 6.1027 -1.1657 -0.6581 0.026 -0.023 0.004
H 6.1009 1.0990 -1.6721 0.024 0.014 -0.009
H 4.0250 2.4685 -1.5661 0.001 0.027 -0.010
H 1.2740 5.4487 -0.3392 0.021 0.009 -0.007
H -0.8260 6.5095 0.5205 -0.009 0.002 0.005
H -2.6941 5.0088 1.2702 -0.026 0.020 0.010
H -2.3733 2.5578 1.0975 -0.050 -0.019 0.020
C -3.0519 -2.4051 -0.9995 -0.004 -0.069 -0.023
P -2.8173 -0.5938 -0.9130 0.064 0.275 0.090
C -4.4911 -0.0806 -0.3326 -0.091 -0.080 -0.034
C -2.9532 -0.1660 -2.6986 0.004 -0.116 -0.045
C -2.7031 1.3147 -2.9777 -0.031 0.051 -0.033
P -0.9564 1.8067 -2.6525 0.137 -0.042 0.060
C -1.0853 3.6087 -2.9720 -0.082 0.011 -0.093
C -0.1361 1.2757 -4.1962 -0.057 0.054 -0.073
H -3.9921 -2.6602 -1.4951 0.023 -0.015 -0.001
H -3.0514 -2.8372 0.0018 -0.041 0.016 0.034
H -2.2227 -2.8442 -1.5530 0.033 0.035 0.013
H -5.2917 -0.4422 -0.9825 -0.009 -0.013 -0.006
H -4.5559 1.0064 -0.2729 0.013 0.038 -0.021
H -4.6632 -0.4734 0.6713 0.006 0.000 0.030
H -3.9458 -0.4681 -3.0506 0.031 0.021 -0.027
H -2.2132 -0.7747 -3.2238 -0.048 0.022 0.063
H -3.3446 1.9389 -2.3459 0.018 0.016 0.006
H -2.9481 1.5610 -4.0165 -0.034 -0.015 0.027
H -1.5421 3.8088 -3.9445 -0.010 0.026 0.008
H -0.0915 4.0554 -2.9556 0.043 -0.003 0.000
H -1.6817 4.0893 -2.1952 -0.010 0.000 0.036
H -0.6926 1.5844 -5.0850 -0.004 0.010 0.013
H -0.0144 0.1956 -4.1947 -0.054 0.051 -0.020
H 0.8592 1.7219 -4.2313 0.014 -0.008 -0.001
C -0.2881 -1.0721 4.4914 -0.007 0.081 0.022
C -0.7270 0.3711 4.2306 0.026 -0.014 -0.001
C -2.2348 0.5096 4.4150 -0.002 0.010 0.043
C 0.0048 1.3145 5.1794 -0.027 -0.039 0.033
N -0.3775 0.8448 2.8756 0.077 -0.039 -0.092
N -0.9085 0.0722 1.8041 -0.065 -0.122 -0.176
H -0.5259 -1.3624 5.5151 -0.023 0.005 0.049
H 0.7877 -1.1869 4.3464 -0.069 0.032 0.017
H -0.7869 -1.7863 3.8345 -0.028 0.013 0.019
H -2.5037 0.3139 5.4529 -0.009 -0.018 0.022
H -2.7859 -0.2039 3.7996 -0.001 -0.019 -0.029
H -2.5620 1.5181 4.1594 0.009 0.048 -0.010
H -0.2462 1.0855 6.2154 -0.004 -0.010 0.012
H -0.2627 2.3496 4.9713 -0.034 0.040 -0.007
H 1.0857 1.2118 5.0704 0.051 -0.008 -0.033
H 0.6316 0.8083 2.7555 0.014 0.046 0.021
H -1.8964 0.2785 1.6945 0.074 0.050 0.068
H -0.8245 -0.9294 1.9924 -0.056 0.032 -0.048
C 2.2337 -1.3549 -3.4545 0.003 -0.029 -0.091
Si 0.6806 -2.0435 -2.6479 -0.069 0.126 0.193
C -0.4480 -2.5759 -4.0736 0.014 0.028 -0.029
C 1.1749 -3.6551 -1.8086 0.042 0.064 0.013
O -0.0293 -0.9730 -1.6764 -0.052 0.108 0.183
H 2.4916 -1.9417 -4.3401 0.059 -0.015 -0.027
H 3.0896 -1.3773 -2.7812 0.086 -0.008 0.121
H 2.0975 -0.3196 -3.7711 0.020 -0.016 -0.006
H -0.0198 -3.4642 -4.5422 0.030 -0.042 -0.060
H -0.5253 -1.8138 -4.8523 -0.045 0.027 -0.030
H -1.4625 -2.8358 -3.7657 -0.021 -0.025 0.056
H 1.4677 -4.3825 -2.5680 0.057 -0.053 -0.046
H 0.3711 -4.1013 -1.2219 -0.086 -0.014 0.007
H 2.0261 -3.5122 -1.1410 0.031 0.016 0.075
```
Positions in Å, forces in eV/Å.

The HOMO-LUMO gap is 5.94 eV. As for the HOMO energy: -6.67 eV. The total charge is 0.

Mulliken atomic charge list, values in e, 4 entries: 1.668, -0.588, -0.714, -0.166